i | Here is a 2-piece molecular cluster, C2H7NO3 overall from OMol25. Energies are from ωB97M-V/def2-TZVPD.

Each line ends with the natural charge from an NBO analysis.
Atoms and positions in Å:
O -0.375 -0.993 0.262  -0.562
C -0.165 -0.211 -0.629  0.796
O -1.195 0.258 -1.510  -0.755
C 1.133 0.392 -1.083  -0.346
N 2.167 -0.363 -0.414  -0.824
H -1.755 -0.419 -1.882  0.496
H 1.231 0.366 -2.178  0.227
H 1.195 1.431 -0.857  0.239
H 2.350 -0.064 0.514  0.361
H 1.960 -1.332 -0.259  0.368
H -2.101 -0.023 3.435  0.478
H -2.102 0.332 1.848  0.486
O -2.341 0.626 2.752  -0.963

E_HOMO: -9.85 eV
multiplicity: 1
Kohn-Sham gap: 10.403 eV
net charge: 0
SMILES: NCC(=O)O.O

***

ii | Here is a 2-piece molecular cluster, C2H7NO3 overall from OMol25. Energies are from ωB97M-V/def2-TZVPD.

Each line ends with the natural charge from an NBO analysis.
Atoms and positions in Å:
N -2.692 -2.350 0.554  -0.837
C -1.269 -2.171 0.518  0.082
O -0.728 -1.125 1.308  -0.738
H -3.099 -2.579 1.446  0.351
H -3.141 -1.443 0.392  0.356
H -0.793 -3.124 0.754  0.152
H -1.020 -1.864 -0.496  0.168
H -0.614 -1.376 2.237  0.466
O 0.764 2.456 -1.477  -0.525
C 1.653 1.739 -1.163  0.649
O 2.467 2.007 -0.124  -0.703
H 1.881 0.763 -1.612  0.090
H 3.375 1.833 -0.297  0.489

E_HOMO: -9.91 eV
multiplicity: 1
Kohn-Sham gap: 10.563 eV
net charge: 0
SMILES: O=CO.NCO

***

Of them, ii has the lowest stability.

***

i | Here is a 2-piece molecular cluster, C4H12NOS overall from OMol25. Energies are from ωB97M-V/def2-TZVPD.

Each line ends with the natural charge from an NBO analysis.
Atoms and positions in Å:
C -0.278 -1.627 0.231  -0.226
N -0.083 -0.315 0.785  -0.692
C -1.116 0.773 0.421  -0.232
C -0.546 2.170 0.627  -0.537
S -1.533 3.578 -0.139  -0.745
C 1.165 -2.095 -0.110  -0.608
H -0.920 -1.613 -0.734  0.200
H -0.550 -2.372 0.934  0.163
H 0.140 -0.274 1.775  0.365
H -1.427 0.677 -0.724  0.193
H -1.990 0.670 1.118  0.175
H -0.545 2.286 1.693  0.165
H 0.447 2.418 0.303  0.201
H 1.852 -1.750 0.790  0.193
H 1.586 -1.436 -0.851  0.206
H 1.375 -3.177 -0.281  0.190
H 0.836 0.133 -1.356  0.481
H 0.513 1.355 -2.255  0.482
O 1.075 0.599 -2.228  -0.973

E_HOMO: -2.51 eV
multiplicity: 1
Kohn-Sham gap: 5.973 eV
net charge: -1

***

ii | Here is a 2-piece molecular cluster, C4H12NOS overall from OMol25. Energies are from ωB97M-V/def2-TZVPD.

Each line ends with the natural charge from an NBO analysis.
Atoms and positions in Å:
C -1.196 0.199 -0.804  -0.233
N -0.009 0.387 0.065  -0.646
C 1.289 0.389 -0.691  -0.254
C 2.353 -0.021 0.282  -0.518
S 4.019 0.619 -0.248  -0.745
C -2.479 0.543 -0.071  -0.632
H -1.276 -0.833 -1.159  0.178
H -1.129 0.780 -1.724  0.164
H -0.101 1.306 0.472  0.351
H 1.340 -0.231 -1.589  0.191
H 1.458 1.409 -1.078  0.181
H 2.154 0.384 1.289  0.178
H 2.365 -1.128 0.374  0.172
H -2.359 0.768 1.045  0.215
H -3.291 -0.206 -0.132  0.208
H -2.949 1.491 -0.333  0.198
H -0.406 -1.627 0.807  0.488
H 0.542 -2.009 1.921  0.472
O -0.327 -2.219 1.571  -0.970

E_HOMO: -2.42 eV
multiplicity: 1
Kohn-Sham gap: 5.781 eV
net charge: -1

***

Of them, i has the lowest stability.

***

i | Here is a 2-piece molecular cluster, C4H12NOS overall from OMol25. Energies are from ωB97M-V/def2-TZVPD.

Each line ends with the natural charge from an NBO analysis.
Atoms and positions in Å:
C -1.560 1.313 0.653  -0.196
N -0.149 0.965 0.439  -0.674
C -0.190 -0.426 -0.053  -0.227
C 1.050 -1.276 -0.088  -0.558
S 0.541 -2.507 -1.261  -0.659
C -2.370 0.883 -0.761  -0.681
H -1.782 2.333 0.930  0.180
H -1.910 0.570 1.507  0.181
H 0.388 1.535 -0.181  0.351
H -1.079 -0.949 0.406  0.180
H -0.479 -0.282 -1.105  0.174
H 1.912 -0.528 -0.177  0.130
H 1.108 -1.624 0.925  0.176
H -3.466 1.014 -0.594  0.186
H -2.307 -0.225 -0.676  0.231
H -2.004 1.140 -1.764  0.212
H 3.546 -0.312 0.927  0.472
H 4.202 -1.150 0.110  0.473
O 4.549 -0.475 0.760  -0.948

E_HOMO: -2.58 eV
multiplicity: 1
Kohn-Sham gap: 6.296 eV
net charge: -1

***

ii | Here is a 2-piece molecular cluster, C4H12NOS overall from OMol25. Energies are from ωB97M-V/def2-TZVPD.

Each line ends with the natural charge from an NBO analysis.
Atoms and positions in Å:
C 0.664 -0.098 1.346  -0.436
C 0.438 1.281 1.994  -0.522
S -0.653 1.188 3.433  -0.708
C 0.976 -0.016 -0.140  -0.216
N -0.246 -0.171 -0.931  -0.644
C -0.064 0.213 -2.349  -0.417
H -0.210 -0.707 1.578  0.220
H 1.498 -0.586 1.813  0.192
H 1.391 1.792 2.149  0.169
H -0.015 1.929 1.218  0.145
H 1.731 -0.789 -0.343  0.171
H 1.495 0.910 -0.442  0.150
H -0.802 0.572 -0.510  0.357
H -0.764 -0.298 -2.998  0.190
H -0.230 1.290 -2.415  0.172
H 0.956 0.072 -2.646  0.187
H -2.128 -2.393 0.484  0.468
H -1.877 -1.648 -0.761  0.489
O -2.162 -2.541 -0.479  -0.968

E_HOMO: -2.45 eV
multiplicity: 1
Kohn-Sham gap: 5.831 eV
net charge: -1

***

Of them, i has the lowest stability.

***

i | Here is one molecule with the formula C5H9N3O from OMol25. Energies are from ωB97M-V/def2-TZVPD.

Each line ends with the natural charge from an NBO analysis.
Atoms and positions in Å:
C 0.554 -0.615 -0.654  -0.185
C 0.424 0.785 -1.315  0.677
C -0.679 -0.846 0.307  0.190
N 1.851 -0.671 0.055  -0.827
N -1.913 -1.028 -0.316  -0.818
C -0.025 2.408 0.169  0.019
C -0.546 -1.110 1.621  -0.520
N -0.528 1.585 -0.684  -0.468
O 1.138 1.161 -2.237  -0.544
H 0.531 -1.365 -1.454  0.210
H 1.989 -1.633 0.361  0.370
H 2.581 -0.452 -0.625  0.376
H -2.693 -0.994 0.336  0.378
H -2.059 -0.343 -1.060  0.377
H -0.604 3.283 0.497  0.178
H 0.964 2.295 0.644  0.176
H -1.383 -1.466 2.212  0.196
H 0.396 -0.993 2.144  0.215

E_HOMO: -8.43 eV
multiplicity: 1
Kohn-Sham gap: 8.991 eV
net charge: 0
SMILES: C=NC(=O)[C@@H](N)C(=C)N

***

ii | Here is C5H9N3O as an isolated structure from OMol25. Energies are from ωB97M-V/def2-TZVPD.

Each line ends with the natural charge from an NBO analysis.
Atoms and positions in Å:
C 0.069 0.026 -0.448  0.036
C -0.128 1.639 -0.298  -0.398
C 0.732 1.344 0.925  -0.086
C 1.528 0.264 0.083  -0.395
C -0.490 -0.334 0.884  0.393
H 0.196 -0.513 -2.404  0.391
H -1.453 -0.614 -1.756  0.401
H 0.332 2.215 -1.102  0.201
H -1.146 2.065 -0.115  0.210
H 1.174 2.193 1.476  0.211
H 1.957 -0.559 0.682  0.219
H 2.380 0.587 -0.648  0.214
H -1.696 -1.745 1.896  0.383
H -0.655 -2.259 -0.613  0.492
N -0.374 -0.713 -1.592  -0.868
N -0.113 0.527 1.752  -0.467
N -1.363 -1.471 0.994  -0.351
O -0.950 -2.652 0.284  -0.587

E_HOMO: -8.45 eV
multiplicity: 1
Kohn-Sham gap: 9.222 eV
net charge: 0

***

Of them, ii has the lowest stability.

***

i | Here is a 2-piece molecular cluster, C5H9N3O overall from OMol25. Energies are from ωB97M-V/def2-TZVPD.

Each line ends with the natural charge from an NBO analysis.
Atoms and positions in Å:
C -0.628 1.671 -2.877  -0.243
C 0.318 1.461 -2.223  -0.218
C 1.051 1.052 1.018  0.633
C 1.262 -1.388 1.143  -0.694
C 0.323 -0.278 0.965  0.083
N -1.795 -1.285 0.785  -0.647
N -0.949 -0.198 0.807  -0.227
N 0.207 2.107 0.693  -0.855
O 2.151 1.165 1.436  -0.596
H -1.640 1.747 -3.129  0.226
H -1.540 -2.212 0.993  0.366
H 1.246 1.178 -1.825  0.228
H 2.020 -1.283 1.967  0.266
H 1.920 -1.267 0.174  0.240
H 0.944 -2.414 1.259  0.221
H -2.785 -1.062 0.685  0.386
H -0.624 1.582 0.340  0.422
H 0.405 3.069 0.575  0.410

E_HOMO: -8.94 eV
multiplicity: 1
Kohn-Sham gap: 9.751 eV
net charge: 0
SMILES: C/C(=N\N)C(N)=O.C#C

***

ii | Here is one molecule with the formula C5H9N3O from OMol25. Energies are from ωB97M-V/def2-TZVPD.

Each line ends with the natural charge from an NBO analysis.
Atoms and positions in Å:
C 0.675 -2.116 -0.196  -0.659
C -0.370 -1.108 -0.158  0.205
C -1.549 -1.419 -0.767  -0.497
C -0.983 1.155 0.616  0.110
C 1.775 1.569 0.749  -0.152
H 0.178 -2.860 -0.818  0.235
H 0.771 -2.602 0.895  0.227
H 1.724 -1.737 -0.607  0.254
H -2.009 -2.394 -0.893  0.210
H -2.439 -0.833 -0.483  0.194
H -1.788 0.916 1.429  0.220
H 0.063 1.842 -1.291  0.453
H 2.896 1.326 0.818  0.206
H 1.330 2.419 1.237  0.201
N -0.063 0.236 0.117  -0.353
N -1.071 2.382 0.148  -0.101
N 1.300 0.495 0.220  -0.244
O -0.440 2.729 -1.013  -0.509

E_HOMO: -8.58 eV
multiplicity: 1
Kohn-Sham gap: 9.314 eV
net charge: 0
SMILES: C=NN(/C=N\O)C(=C)C

***

Of them, ii has the lowest stability.

***

i | Here is one molecule with the formula C5H9N3O from OMol25. Energies are from ωB97M-V/def2-TZVPD.

Each line ends with the natural charge from an NBO analysis.
Atoms and positions in Å:
C 0.871 0.196 2.272  -0.358
C 0.351 0.966 1.364  -0.047
C 1.445 -1.055 1.630  0.617
C -1.319 -0.770 -0.762  -0.421
C -0.748 1.213 -1.813  -0.401
N 1.335 -0.970 0.280  -0.472
N 0.915 0.116 -0.341  -0.061
N -0.183 0.021 -1.227  -0.260
O 2.117 -1.940 2.105  -0.600
H 0.983 0.339 3.286  0.240
H -0.013 1.947 1.221  0.206
H -0.979 -1.471 -0.148  0.196
H -2.103 -0.209 -0.119  0.162
H -1.719 -1.143 -1.597  0.199
H -1.452 1.601 -1.183  0.174
H 0.072 1.871 -1.868  0.211
H -1.064 1.032 -2.733  0.203
H 1.492 -1.742 -0.367  0.412

E_HOMO: -8.11 eV
multiplicity: 1
Kohn-Sham gap: 8.947 eV
net charge: 0

***

ii | Here is one molecule with the formula C5H9N3O from OMol25. Energies are from ωB97M-V/def2-TZVPD.

Each line ends with the natural charge from an NBO analysis.
Atoms and positions in Å:
C -1.145 -1.543 -1.815  -0.435
C 0.766 2.311 0.734  -0.748
C 1.144 -1.407 0.226  -0.725
C -0.656 1.833 0.783  0.682
C -0.160 -0.664 0.186  0.346
N -0.825 0.911 2.084  -0.167
N -0.603 -0.213 1.819  -0.095
N -1.092 -0.692 -0.653  -0.431
O -1.620 2.166 0.181  -0.480
H -1.408 -0.916 -2.671  0.215
H -1.957 -2.260 -1.681  0.217
H -0.220 -2.080 -2.040  0.171
H 0.748 3.397 0.864  0.262
H 1.398 1.855 1.491  0.239
H 1.190 2.082 -0.245  0.247
H 1.935 -0.787 -0.196  0.231
H 1.104 -2.348 -0.328  0.229
H 1.400 -1.646 1.261  0.243

E_HOMO: -7.93 eV
multiplicity: 1
Kohn-Sham gap: 8.513 eV
net charge: 0
SMILES: C/N=C(C)/N=N\C(C)=O

***

iii | Here is C5H9N3O as an isolated structure from OMol25. Energies are from ωB97M-V/def2-TZVPD.

Each line ends with the natural charge from an NBO analysis.
Atoms and positions in Å:
C 1.685 0.111 1.124  -0.661
C -0.156 -0.971 -0.222  0.270
C -1.332 -0.112 -0.135  0.130
C 0.947 0.164 -0.202  0.137
N -2.565 -0.505 0.216  -0.736
C -0.755 1.192 -0.256  0.113
O -0.627 1.690 -1.545  -0.728
N 0.019 -2.231 -0.278  -0.723
N 1.605 0.504 -1.317  -0.686
H 0.233 1.307 -1.903  0.504
H -2.701 -1.505 0.325  0.409
H -3.335 0.098 -0.040  0.405
H -0.119 -2.769 0.582  0.377
H 2.583 0.719 -1.125  0.342
H -1.134 1.980 0.400  0.178
H 1.922 1.132 1.434  0.225
H 1.114 -0.355 1.931  0.216
H 2.617 -0.448 1.011  0.228

E_HOMO (spin up / spin down): -7.74 / -8.16 eV
multiplicity: 1
Kohn-Sham gap (spin up / spin down): 6.456 / 7.185 eV
net charge: 0

***

iv | Here is C5H9N3O as an isolated structure from OMol25. Energies are from ωB97M-V/def2-TZVPD.

Each line ends with the natural charge from an NBO analysis.
Atoms and positions in Å:
C 2.260 0.631 1.569  -0.280
C 0.366 0.256 -0.002  0.468
C -0.960 0.136 -2.089  -0.263
C -0.880 -0.250 -0.592  -0.179
C -1.675 -1.115 0.223  0.002
H 2.093 0.924 2.628  0.203
H 2.607 -0.622 1.321  0.241
H 2.735 1.552 0.980  0.231
H 0.688 1.051 -2.573  0.357
H -1.509 -0.483 -2.773  0.217
H -1.705 1.294 -2.065  0.161
H -2.380 -1.652 -0.448  0.220
H -0.750 -0.116 2.045  0.430
H -2.188 -1.298 2.068  0.361
N 1.206 0.338 -0.970  -0.347
N 0.635 0.084 -2.235  -0.422
N -1.265 -1.208 1.620  -0.843
O 0.723 0.477 1.294  -0.557

E_HOMO: -7.61 eV
multiplicity: 1
Kohn-Sham gap: 8.396 eV
net charge: 0

***

Of them, iv has the lowest stability.